ORCA calculation (ωB97M-V with the def2-TZVPD basis set) on a cluster of 3 separate species, C24H23F28NO6P in total at a distorted geometry.

Last column: Löwdin charge in e.
Geometry (Å):
N -0.5139 2.4500 -4.3079  0.100
C -1.3522 2.5093 -3.3548  -0.252
C -2.3317 1.4247 -3.0008  -0.077
C -2.9094 1.3204 -1.5784  -0.423
C -1.9168 1.1931 -0.3969  -0.067
C -0.4039 1.0320 -0.6935  -0.087
C 0.2736 2.3613 -0.5429  -0.228
F 0.0626 3.0588 0.5965  0.067
C 0.9933 2.9333 -1.5034  -0.349
F 0.9908 4.2222 -1.7936  0.142
F 1.8366 2.2913 -2.2885  0.137
O -3.5767 0.0588 -1.6212  -0.320
P -5.3470 0.0445 -1.6089  0.555
C -5.3526 -0.4232 -3.4981  -0.209
C -5.9825 0.5098 -4.4682  -0.560
O -7.0294 1.0691 -4.3296  0.094
O -5.2793 0.6818 -5.6792  0.018
O -5.2461 1.8053 -1.8731  -0.257
C -4.1062 2.2404 -1.2273  -0.285
C -3.9352 3.7589 -1.1590  -0.333
F -4.6026 4.2396 -0.0839  0.118
F -2.6136 4.0192 -0.9020  0.103
C -4.2837 4.7195 -2.3552  -0.320
F -4.4844 5.9515 -1.8333  0.143
F -3.1978 4.7975 -3.1522  0.138
C -5.4753 4.4848 -3.3222  -0.331
F -5.4545 5.5580 -4.1597  0.133
F -5.2540 3.4250 -4.0967  0.162
C -6.9083 4.4799 -2.6877  -0.540
F -7.3449 5.7512 -2.6140  0.154
F -6.9219 3.9940 -1.4544  0.191
F -7.7429 3.8037 -3.4554  0.198
H -0.6011 1.5499 -4.7890  0.047
H -1.3290 3.4181 -2.7577  0.090
H -1.9158 0.4445 -3.2443  0.129
H -3.2070 1.5589 -3.6483  0.114
H -2.0304 2.0321 0.2924  0.110
H -2.2397 0.3116 0.1525  0.118
H -0.1862 0.6189 -1.6779  0.123
H -0.0047 0.3318 0.0354  0.081
H -6.7779 0.0425 -1.6288  -0.006
H -5.2672 -1.3631 -1.3303  -0.012
H -5.3607 0.2992 -0.1765  0.000
H -4.3450 -0.6900 -3.8148  0.069
H -5.9478 -1.3415 -3.5499  0.086
H -4.6384 1.3919 -5.5606  0.077
H -4.2533 2.0026 -0.1537  0.139
C 2.5864 0.0055 3.5693  -0.034
C 1.5137 -0.4443 2.5654  -0.433
C 0.0633 -0.4977 3.0567  -0.299
F -0.0573 -1.3865 4.0650  0.097
F -0.7267 -0.9027 2.0426  0.108
F 1.8642 -1.6255 2.0151  0.136
F 1.5378 0.4978 1.5751  0.094
O 3.3501 -1.0062 4.1986  0.045
C 2.9728 -1.6088 5.3622  -0.545
C 2.7470 -3.1170 5.1810  -0.282
F 1.7794 -3.3400 4.2680  0.102
F 2.3401 -3.6423 6.3621  0.097
F 1.9068 -1.0139 5.9256  0.153
F 4.0072 -1.4832 6.2334  0.136
H 3.3122 0.5408 2.9593  0.149
H 2.1832 0.7239 4.2839  0.149
H -0.2656 0.4877 3.3966  0.178
H 3.6612 -3.6051 4.8566  0.145
C 6.3076 -3.7105 0.9693  -0.034
C 7.5202 -4.3616 0.2911  -0.443
C 7.6568 -5.8855 0.3849  -0.306
F 7.7967 -6.2766 1.6678  0.095
F 8.7625 -6.2648 -0.2930  0.099
F 8.6597 -3.7742 0.7064  0.138
F 7.3840 -4.1025 -1.0439  0.102
O 6.5184 -3.1311 2.2441  0.059
C 6.4116 -3.8401 3.4009  -0.531
C 7.7270 -3.8593 4.1934  -0.282
F 8.7076 -4.4159 3.4594  0.104
F 7.5500 -4.6032 5.3077  0.102
F 5.9317 -5.0793 3.2005  0.157
F 5.5070 -3.1914 4.1863  0.117
H 6.0605 -2.8638 0.3310  0.152
H 5.4426 -4.3745 0.9583  0.150
H 6.7861 -6.3789 -0.0542  0.173
H 8.0088 -2.8421 4.4708  0.177

Summary:
HOMO = -5.2 eV
2S+1 = 1
Net charge = -1
DFT total energy = -4572.11375 a.u.